Entry 1:
ORCA calculation (ωB97M-V with the def2-TZVPD basis set) on a 8-piece molecular cluster, C39H92N4O8 overall at a distorted geometry.

- M (Da) = 745.185
- 2S+1 = 1
- SMILES string = CC1(C)CCCC(C)(C)N1O.CC1(C)CCCC(C)(C)N1O.CC1(C)CCCC(C)(C)N1O.COC[C@H](C)N.CCO.CCO.CCO.CCO
- relative energy (zero: lowest compared OMol25 entry of this formula, charge and spin) (kJ/mol) = 0.00

Structure (XYZ):
```
143
Properties=species:S:1:pos:R:3:lowdin_charge:R:1
C -27.75 12.49 16.18 -0.012
C -26.76 11.72 15.31 -0.504
C -25.80 10.91 16.20 -0.015
C -27.49 10.71 14.43 -0.137
C -28.29 11.31 13.27 -0.154
C -27.33 12.17 12.46 -0.130
C -26.50 13.18 13.25 -0.500
C -25.35 13.61 12.34 -0.021
C -27.38 14.41 13.54 -0.015
N -25.93 12.53 14.42 -0.078
O -25.11 13.41 15.16 -0.030
H -28.14 11.83 16.96 0.069
H -27.30 13.32 16.73 0.090
H -28.66 12.76 15.65 0.068
H -24.92 11.46 16.53 0.081
H -26.28 10.59 17.13 0.078
H -25.50 10.03 15.63 0.069
H -26.71 10.08 14.00 0.105
H -28.18 10.14 15.07 0.100
H -28.61 10.47 12.64 0.098
H -29.17 11.80 13.69 0.093
H -27.93 12.71 11.71 0.118
H -26.70 11.51 11.85 0.104
H -24.62 14.21 12.88 0.076
H -25.71 14.15 11.46 0.094
H -24.76 12.77 11.97 0.074
H -28.28 14.12 14.09 0.057
H -27.71 14.91 12.64 0.098
H -26.84 15.09 14.21 0.059
H -25.66 14.17 15.43 0.075
C -31.94 10.35 10.16 -0.030
C -32.80 11.50 10.71 -0.520
C -33.36 12.31 9.55 -0.027
C -33.90 10.90 11.58 -0.150
C -34.66 11.89 12.43 -0.170
C -33.71 12.77 13.25 -0.125
C -32.50 13.33 12.47 -0.506
C -32.89 14.61 11.72 -0.028
C -31.48 13.71 13.53 -0.048
N -31.95 12.26 11.64 -0.086
O -30.80 12.74 10.96 -0.028
H -31.18 10.01 10.87 0.061
H -32.57 9.49 9.91 0.088
H -31.47 10.65 9.23 0.085
H -33.92 11.64 8.89 0.092
H -34.06 13.06 9.90 0.063
H -32.60 12.77 8.93 0.087
H -34.63 10.38 10.94 0.124
H -33.44 10.08 12.14 0.122
H -35.34 12.49 11.82 0.108
H -35.31 11.30 13.08 0.113
H -33.44 12.31 14.20 0.112
H -34.28 13.67 13.53 0.121
H -32.17 14.80 10.92 0.087
H -32.90 15.47 12.39 0.080
H -33.90 14.57 11.31 0.071
H -31.73 14.63 14.07 0.083
H -30.48 13.86 13.12 0.065
H -31.34 12.97 14.33 0.076
H -30.15 12.02 10.98 0.080
C -31.32 5.30 16.99 -0.026
C -30.42 6.29 17.70 -0.526
C -29.60 5.55 18.77 -0.022
C -29.45 6.85 16.65 -0.139
C -28.56 7.99 17.13 -0.165
C -29.42 9.08 17.73 -0.149
C -30.48 8.62 18.71 -0.521
C -29.87 8.36 20.12 -0.019
C -31.52 9.73 18.88 -0.041
N -31.18 7.46 18.15 -0.094
O -32.28 7.06 18.95 -0.019
H -30.77 4.36 16.88 0.084
H -32.14 4.97 17.63 0.084
H -31.64 5.66 16.02 0.082
H -30.21 5.29 19.64 0.084
H -29.18 4.65 18.32 0.086
H -28.78 6.14 19.16 0.059
H -28.85 6.02 16.26 0.131
H -30.08 7.24 15.85 0.102
H -27.83 7.59 17.85 0.110
H -27.99 8.39 16.29 0.089
H -29.92 9.65 16.94 0.120
H -28.88 9.84 18.33 0.119
H -29.96 9.23 20.76 0.086
H -28.84 8.03 20.03 0.073
H -30.44 7.61 20.67 0.073
H -31.05 10.69 19.06 0.087
H -32.17 9.51 19.73 0.080
H -32.16 9.77 18.00 0.091
H -31.92 6.74 19.79 0.078
C -29.87 7.77 12.90 -0.103
O -29.42 6.70 12.10 -0.185
C -30.49 5.90 11.64 -0.221
C -29.96 4.97 10.58 -0.438
C -28.87 4.07 11.14 -0.065
N -29.46 5.69 9.40 0.037
H -30.42 8.51 12.30 0.071
H -29.14 8.20 13.58 0.077
H -30.64 7.36 13.58 0.081
H -30.90 5.33 12.49 0.128
H -31.29 6.55 11.25 0.123
H -30.76 4.32 10.23 0.136
H -28.57 3.26 10.48 0.076
H -29.35 3.52 11.98 0.080
H -28.06 4.62 11.61 0.076
H -28.65 6.25 9.68 0.068
H -30.13 6.39 9.10 0.064
C -28.88 16.80 16.15 -0.082
C -29.23 18.26 15.96 -0.294
O -28.07 18.89 15.41 -0.091
H -28.45 16.48 15.19 0.060
H -29.71 16.14 16.40 0.079
H -28.06 16.68 16.87 0.078
H -29.56 18.72 16.90 0.113
H -30.05 18.42 15.25 0.110
H -28.07 19.84 15.59 0.094
C -25.77 11.04 9.07 -0.088
C -24.72 10.13 9.65 -0.325
O -23.55 10.93 9.83 -0.089
H -25.41 11.49 8.15 0.078
H -25.94 11.86 9.77 0.050
H -26.73 10.53 8.92 0.074
H -24.50 9.28 9.01 0.109
H -25.03 9.72 10.62 0.090
H -23.00 10.56 10.54 0.043
C -23.78 9.02 13.19 -0.087
C -22.82 10.11 13.62 -0.259
O -22.31 10.75 12.42 -0.112
H -24.78 9.38 12.96 0.048
H -23.97 8.30 13.99 0.076
H -23.32 8.50 12.35 0.081
H -21.91 9.70 14.05 0.111
H -23.28 10.89 14.22 0.104
H -22.55 11.68 12.34 0.076
C -23.51 16.55 15.01 -0.084
C -24.77 17.31 14.68 -0.320
O -25.66 17.23 15.79 -0.099
H -22.94 16.37 14.10 0.077
H -23.79 15.61 15.49 0.059
H -22.92 17.05 15.78 0.076
H -25.26 16.82 13.83 0.097
H -24.57 18.34 14.36 0.112
H -26.44 17.76 15.58 0.028
```

Entry 2:
ORCA calculation (ωB97M-V with the def2-TZVPD basis set) on a 7-piece molecular cluster, C39H93BrN7O3 overall at a distorted geometry.

- M (Da) = 788.123
- 2S+1 = 1
- total charge = +5

Structure (XYZ):
```
143
Properties=species:S:1:pos:R:3:lowdin_charge:R:1
C 0.06 18.74 23.37 -0.067
C -0.11 18.54 21.87 -0.152
N 1.00 19.06 21.08 -0.020
C 0.86 19.32 19.72 -0.004
C 2.08 19.77 19.31 -0.048
N 2.91 19.88 20.39 -0.080
C 2.24 19.42 21.46 -0.042
C 4.32 20.26 20.40 0.030
H -0.79 18.36 23.93 0.101
H 0.18 19.78 23.69 0.054
H 0.99 18.27 23.70 0.056
H -0.96 19.13 21.53 0.142
H -0.23 17.48 21.65 0.117
H -0.02 19.23 19.11 0.129
H 2.40 19.97 18.30 0.107
H 2.64 19.38 22.47 0.084
H 4.28 21.32 20.15 0.095
H 4.89 19.64 19.72 0.103
H 4.68 20.16 21.43 0.087
C 11.65 19.33 19.79 -0.095
C 10.38 19.80 20.42 -0.284
C 10.22 19.59 21.94 -0.168
C 8.75 19.63 22.38 -0.127
N 8.61 20.09 23.82 -0.257
C 7.14 19.99 24.25 -0.114
C 6.93 21.07 25.27 -0.172
C 7.91 22.17 24.97 -0.113
C 8.99 21.54 24.07 -0.075
C 9.45 19.18 24.69 0.047
H 12.55 19.53 20.38 0.092
H 11.87 19.69 18.79 0.082
H 11.63 18.23 19.77 0.086
H 9.47 19.47 19.89 0.100
H 10.28 20.88 20.25 0.106
H 10.82 20.35 22.44 0.124
H 10.60 18.58 22.13 0.126
H 8.17 18.71 22.29 0.134
H 8.15 20.35 21.81 0.121
H 6.73 19.00 24.48 0.129
H 6.53 20.23 23.38 0.113
H 6.96 20.73 26.31 0.121
H 5.90 21.45 25.24 0.091
H 8.44 22.51 25.86 0.131
H 7.53 23.03 24.44 0.126
H 9.99 21.58 24.48 0.139
H 8.96 22.10 23.14 0.134
H 9.37 19.53 25.72 0.123
H 10.50 19.29 24.46 0.109
H 9.04 18.19 24.53 0.116
C 9.09 23.35 16.35 -0.084
C 8.50 22.13 17.07 -0.223
C 7.01 21.99 16.62 -0.185
C 6.16 22.83 17.55 -0.138
N 4.75 23.06 17.03 -0.243
C 3.99 23.92 18.09 -0.088
C 3.25 25.02 17.35 -0.120
C 3.38 24.69 15.87 -0.127
C 4.75 24.04 15.85 -0.111
C 3.96 21.79 16.76 0.025
H 8.36 24.16 16.27 0.070
H 9.29 23.13 15.30 0.091
H 10.02 23.70 16.79 0.088
H 8.53 22.26 18.15 0.097
H 9.03 21.21 16.83 0.111
H 6.75 20.93 16.53 0.112
H 6.91 22.38 15.60 0.113
H 6.54 23.83 17.71 0.137
H 6.05 22.27 18.48 0.125
H 3.32 23.30 18.68 0.121
H 4.73 24.40 18.72 0.133
H 2.19 25.04 17.62 0.127
H 3.68 25.94 17.73 0.136
H 2.71 23.93 15.45 0.117
H 3.38 25.44 15.09 0.144
H 5.09 23.64 14.90 0.144
H 5.54 24.74 16.12 0.145
H 2.92 22.00 16.98 0.093
H 4.47 21.08 17.41 0.080
H 4.14 21.56 15.71 0.112
C 1.75 13.48 19.83 0.033
N 1.22 14.38 18.74 -0.346
C 2.06 14.21 17.50 0.021
C -0.22 14.02 18.48 0.033
C 1.29 15.86 19.15 -0.088
C 2.47 16.20 20.03 -0.260
O 2.31 16.02 21.42 -0.030
H 2.81 13.59 20.04 0.117
H 1.55 12.46 19.50 0.126
H 1.11 13.68 20.69 0.120
H 2.10 13.13 17.37 0.122
H 3.08 14.54 17.65 0.114
H 1.58 14.56 16.59 0.105
H -0.18 13.05 17.98 0.124
H -0.75 14.79 17.93 0.105
H -0.77 13.86 19.41 0.123
H 0.34 16.13 19.61 0.132
H 1.48 16.39 18.22 0.112
H 2.77 17.25 19.91 0.100
H 3.35 15.72 19.57 0.128
H 3.17 16.20 21.81 0.111
C -0.29 17.89 16.05 -0.006
N -0.21 18.30 14.58 -0.337
C 1.13 18.91 14.37 0.007
C -0.36 17.01 13.80 0.038
C -1.28 19.34 14.26 -0.081
C -2.68 19.13 14.84 -0.171
O -3.15 17.91 14.26 -0.058
H 0.57 17.23 16.11 0.074
H -1.17 17.37 16.41 0.115
H 0.00 18.75 16.65 0.091
H 1.23 19.10 13.31 0.128
H 1.87 18.15 14.64 0.110
H 1.27 19.76 15.04 0.098
H 0.23 16.22 14.27 0.103
H -0.18 17.20 12.75 0.128
H -1.33 16.56 14.01 0.106
H -1.26 19.37 13.16 0.148
H -0.84 20.30 14.55 0.135
H -3.39 19.94 14.68 0.147
H -2.57 18.99 15.92 0.110
H -3.34 18.09 13.33 0.117
C 2.68 17.03 26.80 0.025
N 3.06 18.36 27.35 -0.346
C 4.22 18.90 26.57 -0.051
C 1.94 19.35 27.15 -0.015
C 3.54 18.24 28.78 -0.098
C 2.57 17.73 29.81 -0.226
O 1.42 18.54 29.88 -0.046
H 2.40 17.28 25.77 0.087
H 1.81 16.57 27.26 0.119
H 3.56 16.40 26.84 0.117
H 5.06 18.21 26.63 0.107
H 4.42 19.96 26.71 0.091
H 3.88 18.83 25.53 0.062
H 1.65 19.25 26.10 0.044
H 2.20 20.35 27.48 0.111
H 1.05 19.00 27.67 0.105
H 3.89 19.23 29.07 0.151
H 4.46 17.65 28.75 0.142
H 3.04 17.58 30.78 0.146
H 2.21 16.73 29.54 0.124
H 0.93 18.37 30.69 0.119
Br 2.62 21.58 24.42 -0.406
```

Entry 3:
ORCA calculation (ωB97M-V with the def2-TZVPD basis set) on a 17-piece molecular cluster, C39H94N11O29 overall at a distorted geometry.

- M (Da) = 1181.229
- 2S+1 = 1
- total charge = +5
- relative energy (zero: lowest compared OMol25 entry of this formula, charge and spin) (kJ/mol) = 681.20

Structure (XYZ):
```
173
Properties=species:S:1:pos:R:3:lowdin_charge:R:1
C 3.82 2.46 -2.39 0.012
C 3.73 2.98 -3.80 -0.282
O 4.34 2.34 -4.69 0.150
N 2.85 4.23 -4.14 0.102
H 1.91 4.02 -4.46 0.103
H 2.75 4.82 -3.33 0.150
C 3.44 4.96 -5.31 0.019
H 2.89 1.96 -2.13 0.068
H 4.05 3.23 -1.66 0.075
H 4.47 1.60 -2.25 0.097
H 2.77 5.81 -5.46 0.109
H 3.39 4.40 -6.24 0.122
H 4.44 5.37 -5.14 0.114
C -2.61 5.79 -0.17 0.062
C -1.13 5.94 -0.17 -0.337
O -0.37 4.97 -0.03 0.095
N -0.61 7.37 -0.24 0.094
H -1.16 8.06 0.26 0.179
H 0.23 7.44 0.31 0.156
C -0.35 7.92 -1.65 0.085
H -3.18 6.68 0.09 0.113
H -2.83 5.09 0.64 0.084
H -2.85 5.42 -1.17 0.122
H 0.02 8.94 -1.61 0.125
H -1.36 7.79 -2.06 0.118
H 0.29 7.26 -2.23 0.104
C 3.24 -2.79 -1.12 0.028
C 4.66 -2.21 -1.11 -0.222
O 5.27 -1.51 -2.02 0.096
N 5.34 -2.41 0.29 0.065
H 5.49 -1.58 0.85 0.158
H 4.76 -2.98 0.89 0.078
C 6.70 -3.04 0.17 0.031
H 3.36 -3.87 -1.11 0.087
H 2.85 -2.55 -2.11 0.080
H 2.67 -2.45 -0.25 0.073
H 7.11 -3.26 1.15 0.111
H 7.37 -2.34 -0.34 0.111
H 6.49 -3.99 -0.32 0.116
C 0.26 1.86 -0.74 0.019
C 0.57 0.65 0.17 -0.303
O 1.69 0.17 0.25 0.107
N -0.68 0.07 0.83 0.122
H -0.54 0.15 1.83 0.085
H -1.49 0.64 0.64 0.095
C -0.85 -1.38 0.44 0.039
H 0.98 2.67 -0.64 0.052
H -0.65 2.41 -0.49 0.059
H 0.20 1.56 -1.78 0.082
H -1.59 -1.86 1.09 0.084
H 0.08 -1.95 0.43 0.081
H -1.36 -1.34 -0.52 0.080
C -0.58 5.27 3.45 0.035
C 0.54 4.42 3.01 -0.334
O 0.39 3.18 2.85 0.106
N 1.89 5.07 2.64 0.131
H 1.65 5.94 2.19 0.144
H 2.39 5.29 3.49 0.187
C 2.73 4.33 1.50 0.087
H -0.66 5.32 4.53 0.124
H -1.48 4.85 3.01 0.102
H -0.51 6.22 2.91 0.088
H 2.24 4.42 0.53 0.082
H 2.91 3.32 1.87 0.090
H 3.60 4.99 1.48 0.110
C -1.84 -5.41 2.99 0.019
C -3.11 -5.44 2.27 -0.366
O -3.09 -5.98 1.18 0.150
N -4.31 -4.62 2.71 0.140
H -5.07 -5.27 2.73 0.186
H -4.20 -4.32 3.67 0.175
C -4.59 -3.51 1.66 0.072
H -1.88 -5.27 4.07 0.101
H -1.21 -4.60 2.62 0.082
H -1.35 -6.38 2.91 0.114
H -5.56 -3.07 1.89 0.117
H -4.60 -3.93 0.66 0.087
H -3.79 -2.77 1.66 0.093
C -2.02 -4.17 -7.28 0.032
C -1.00 -4.19 -6.14 -0.297
O -0.13 -5.06 -6.07 0.136
N -1.21 -3.12 -5.04 0.103
H -0.57 -2.37 -5.23 0.115
H -2.13 -2.70 -5.10 0.166
C -1.04 -3.63 -3.64 0.017
H -3.01 -4.10 -6.83 0.093
H -2.02 -5.13 -7.79 0.104
H -1.90 -3.39 -8.03 0.109
H -1.15 -2.71 -3.05 0.093
H -0.02 -4.01 -3.60 0.076
H -1.88 -4.30 -3.47 0.110
C 3.88 -1.37 6.39 0.031
C 4.53 -0.46 5.44 -0.361
O 5.38 0.34 5.74 0.178
N 3.91 -0.43 4.00 0.129
H 4.61 -0.18 3.31 0.159
H 3.59 -1.38 3.89 0.089
C 2.82 0.69 3.95 0.040
H 2.80 -1.36 6.54 0.098
H 4.37 -1.33 7.36 0.118
H 4.15 -2.39 6.12 0.114
H 3.28 1.67 4.02 0.090
H 2.06 0.54 4.72 0.086
H 2.36 0.58 2.96 0.074
C -4.04 -0.01 4.36 0.041
C -3.18 0.63 5.48 -0.367
O -3.25 0.34 6.64 0.191
N -2.17 1.59 4.97 0.079
H -1.65 1.06 4.28 0.072
H -2.60 2.26 4.35 0.131
C -1.17 2.30 5.94 0.076
H -4.60 0.81 3.90 0.087
H -4.70 -0.71 4.87 0.099
H -3.45 -0.43 3.55 0.073
H -0.74 1.45 6.47 0.104
H -1.74 3.06 6.49 0.113
H -0.38 2.65 5.28 0.062
C 0.30 -5.39 -0.42 0.033
C 1.00 -5.92 -1.64 -0.347
O 1.53 -5.17 -2.44 0.144
N 1.12 -7.44 -1.81 0.124
H 0.29 -8.01 -1.70 0.179
H 1.27 -7.54 -2.80 0.172
C 2.33 -8.06 -1.00 0.080
H 0.85 -5.59 0.50 0.089
H -0.73 -5.75 -0.40 0.090
H 0.20 -4.30 -0.46 0.084
H 3.25 -7.49 -1.13 0.110
H 2.48 -9.09 -1.32 0.113
H 1.99 -8.03 0.04 0.102
C -2.29 1.27 -3.99 0.027
C -3.60 1.94 -3.74 -0.351
O -4.07 2.74 -4.52 0.180
N -4.36 1.51 -2.50 0.123
H -4.79 0.61 -2.63 0.160
H -3.69 1.37 -1.75 0.088
C -5.43 2.57 -2.13 0.033
H -2.22 0.18 -3.98 0.086
H -1.59 1.63 -3.24 0.075
H -1.75 1.59 -4.87 0.099
H -5.83 2.31 -1.15 0.090
H -6.30 2.63 -2.79 0.109
H -4.98 3.56 -2.11 0.092
O 1.48 -3.66 1.94 0.061
C 2.72 -3.68 2.48 -0.815
O 2.78 -3.06 3.54 -0.014
O 3.73 -4.16 1.91 -0.028
H 1.06 -3.30 2.72 0.060
O 0.34 4.04 -2.83 0.044
C -0.40 4.27 -3.89 -0.950
O -1.33 5.06 -3.72 0.001
O -0.08 3.79 -4.93 0.072
H -0.17 4.65 -2.28 0.049
O -2.88 -3.40 -1.21 0.072
C -3.72 -2.57 -1.69 -1.073
O -3.56 -1.39 -1.76 0.017
O -4.78 -3.07 -2.00 0.029
H -3.61 -4.02 -1.26 0.085
O 1.26 0.98 -4.05 0.067
C 0.97 -0.29 -4.37 -0.932
O 1.40 -1.21 -3.71 0.003
O 0.21 -0.50 -5.27 0.004
H 0.81 1.41 -4.79 0.088
O 0.36 -1.28 5.22 0.139
C -0.32 -1.25 4.12 -0.827
O -0.65 -2.34 3.64 -0.001
O -0.62 -0.17 3.54 -0.064
H 0.49 -2.23 5.11 0.118
O -4.30 3.20 0.96 0.114
C -3.33 2.29 0.99 -0.808
O -2.93 1.76 -0.07 -0.039
O -2.81 1.95 2.06 -0.021
H -4.45 3.41 1.88 0.119
```

For each record above, in turn, the calculated Kohn-Sham gap values are 8.979; 6.155; 4.476 eV.
For each record above, in turn, the calculated energy values are -64270.8818; -128516.6955; -117682.8348 eV.
For each record above, in turn, the calculated HOMO values are -8.54; -16.87; -16.29 eV.